[1]
# C50H121N7O4S2

9 unconnected molecules or ions with the total composition C50H121N7O4S2 (ωB97M-V with the def2-TZVPD basis set, the Open Molecules 2025 dataset).

Geometry (Å):
1 O -2.28734 1.65111 2.78385
2 S -3.48574 0.91912 3.14942
3 O -3.57974 0.45099 4.53324
4 C -5.03874 1.73605 2.60628
5 C -5.11013 1.47673 1.10999
6 C -4.32167 0.28496 0.70815
7 C -3.68816 -0.34902 1.87513
8 H -5.06685 2.78166 2.91289
9 H -5.91459 1.25352 3.04004
10 H -6.16225 1.57210 0.84163
11 H -4.75593 2.35179 0.56508
12 H -3.55866 0.69796 0.04834
13 H -4.80089 -0.54513 0.18912
14 H -2.90765 -1.10372 1.77855
15 H -4.35113 -0.97808 2.46914
16 O 7.18142 -0.86124 -1.31026
17 S 6.02722 -0.84162 -2.19534
18 O 5.83669 -1.87460 -3.30241
19 C 4.45963 -0.56048 -1.42403
20 C 4.19112 0.96260 -1.42782
21 C 4.63242 1.33841 -2.88761
22 C 6.09687 0.78120 -2.96758
23 H 4.39561 -1.09100 -0.47401
24 H 3.69452 -1.07676 -2.00383
25 H 3.15482 1.27538 -1.29999
26 H 4.67254 1.47570 -0.59532
27 H 4.48813 2.41141 -3.01390
28 H 3.96073 0.87653 -3.61122
29 H 6.84560 1.41365 -2.49059
30 H 6.38919 0.64786 -4.00916
31 C 0.85688 -6.22292 3.07653
32 C -0.66376 -5.78287 3.09375
33 N -0.98655 -5.26756 4.41456
34 C -1.25019 -6.42657 5.31684
35 C -1.29820 -6.00650 6.78298
36 C -2.21392 -4.34683 4.46960
37 C -1.62152 -3.01017 3.95420
38 H 1.19690 -6.33728 2.04725
39 H 0.92945 -7.15320 3.63989
40 H 1.46251 -5.38661 3.42564
41 H -0.71413 -5.11809 2.23141
42 H -1.15630 -6.72997 2.87349
43 H -2.20209 -6.87156 5.02708
44 H -0.43592 -7.14819 5.25106
45 H -0.49373 -5.37127 7.15367
46 H -2.22221 -5.49491 7.05234
47 H -1.44254 -6.88794 7.40775
48 H -2.53940 -4.14713 5.49051
49 H -3.00350 -4.83887 3.90165
50 H -2.46143 -2.32032 4.03640
51 H -1.56580 -3.19142 2.88082
52 H -0.62469 -2.74116 4.30359
53 C 0.84933 -0.43397 9.50246
54 C 0.25884 0.11049 8.18236
55 N -0.20332 -0.97874 7.24897
56 C -1.05520 -2.00588 7.94604
57 C -2.27272 -1.36268 8.57405
58 C -0.62962 -0.30423 5.96198
59 C 0.53168 -0.12331 4.87255
60 H 1.71511 -1.05838 9.28194
61 H 0.18673 -1.03862 10.12171
62 H 1.15132 0.44328 10.07459
63 H -0.36067 0.99056 8.35496
64 H 1.14289 0.63129 7.81450
65 H -1.28287 -2.81459 7.25160
66 H -0.43627 -2.53590 8.67000
67 H -1.86645 -0.76575 9.39059
68 H -2.87794 -0.63449 8.03411
69 H -3.01453 -2.00786 9.04474
70 H -1.12675 0.58303 6.35406
71 H -1.47393 -0.85779 5.55109
72 H -0.00337 0.09314 3.94790
73 H 0.95381 -1.11112 4.68781
74 H 1.35898 0.55709 5.07438
75 C 4.99152 7.10235 0.77289
76 C 3.66589 6.40255 1.16095
77 N 2.57318 6.83270 0.31068
78 C 2.24805 8.24847 0.29322
79 C 0.70783 8.56573 -0.06821
80 C 2.40180 6.10236 -0.94224
81 C 1.01022 5.35938 -0.91325
82 H 5.03161 6.89668 -0.29679
83 H 5.88204 6.64811 1.20734
84 H 4.98678 8.18157 0.92572
85 H 3.75437 5.37521 1.51428
86 H 3.47949 6.79954 2.15882
87 H 2.48682 8.71184 1.25050
88 H 3.00398 8.68212 -0.36148
89 H 0.55225 9.64446 -0.05266
90 H 0.51465 8.39385 -1.12709
91 H -0.00245 8.07899 0.60013
92 H 3.01128 5.20248 -0.85955
93 H 2.65741 6.53896 -1.90773
94 H 0.27813 5.90764 -1.50617
95 H 0.71883 5.05773 0.09284
96 H 1.08240 4.43993 -1.49421
97 C -3.98326 -4.00537 -4.39650
98 C -4.89595 -4.29146 -5.52451
99 N -4.24177 -3.95258 -6.85028
100 C -4.46123 -2.55638 -7.12737
101 C -3.16882 -2.02291 -7.43538
102 C -4.53774 -4.95378 -7.95246
103 C -3.76176 -6.28419 -7.70896
104 H -4.61215 -3.99118 -3.50634
105 H -3.50375 -3.06278 -4.66048
106 H -3.20000 -4.75779 -4.30435
107 H -5.15690 -5.34697 -5.44750
108 H -5.81728 -3.75424 -5.29946
109 H -4.81535 -1.92332 -6.31377
110 H -5.18450 -2.22203 -7.87115
111 H -2.52110 -1.82373 -6.58164
112 H -3.28309 -1.12697 -8.04556
113 H -2.65181 -2.74041 -8.07255
114 H -5.62453 -4.93990 -7.87011
115 H -4.18227 -4.49816 -8.87666
116 H -2.69726 -6.08360 -7.58761
117 H -4.03857 -6.75882 -6.76758
118 H -3.83733 -6.96656 -8.55558
119 C 4.56019 -1.75839 2.59312
120 C 4.23854 -3.14773 2.02971
121 N 4.74996 -3.29883 0.60410
122 C 6.20278 -2.91226 0.35833
123 C 7.13885 -3.68686 1.19473
124 C 4.42415 -4.61437 0.11259
125 C 4.85346 -5.01703 -1.31410
126 H 3.94288 -1.18389 1.90248
127 H 5.62056 -1.54052 2.46563
128 H 4.21942 -1.72869 3.62805
129 H 4.47571 -3.91751 2.76407
130 H 3.15457 -3.26216 2.02711
131 H 6.45367 -3.05733 -0.69243
132 H 6.22468 -1.84433 0.57547
133 H 7.40285 -4.66955 0.80394
134 H 8.07721 -3.13462 1.14364
135 H 6.85928 -3.72944 2.24741
136 H 3.34078 -4.56877 0.00156
137 H 4.57086 -5.48173 0.75621
138 H 4.30958 -5.89879 -1.65290
139 H 5.92013 -5.09817 -1.52325
140 H 4.66085 -4.22684 -2.03977
141 C -2.42010 -1.35616 -2.39927
142 C -1.39009 -1.49569 -1.23910
143 N -1.18027 -0.36975 -0.36999
144 C -0.38270 -0.65467 0.84728
145 C 1.14451 -0.68476 0.48340
146 C -1.11159 0.98944 -0.96481
147 C -1.00527 2.12506 0.02468
148 H -3.35345 -1.13820 -1.88018
149 H -2.72552 -2.32441 -2.79589
150 H -2.36072 -0.51178 -3.08600
151 H -1.83637 -2.18239 -0.51980
152 H -0.44578 -1.94386 -1.54818
153 H -0.42009 0.08282 1.64902
154 H -0.64793 -1.63730 1.23742
155 H 1.25734 -1.25321 -0.43977
156 H 1.53798 0.32643 0.37965
157 H 1.65316 -1.23982 1.27161
158 H -1.93243 1.08734 -1.67525
159 H -0.29342 1.18945 -1.65670
160 H -1.83236 2.26281 0.72113
161 H -1.15669 3.04861 -0.53408
162 H -0.04155 2.07488 0.53147
163 C -2.27460 3.61014 -4.35775
164 C -1.36750 4.37122 -5.28586
165 N -1.98757 5.66763 -5.60547
166 C -1.46124 6.11955 -6.86490
167 C -1.72451 7.52114 -7.46478
168 C -1.64361 6.61444 -4.53605
169 C -2.84357 7.41522 -4.13350
170 H -1.93985 2.60095 -4.11778
171 H -3.20919 3.33831 -4.84844
172 H -2.33562 4.11753 -3.39499
173 H -0.35666 4.21151 -4.91064
174 H -1.23412 3.74543 -6.16829
175 H -0.41039 5.84970 -6.96974
176 H -1.89228 5.45217 -7.61116
177 H -1.16696 8.19952 -6.81900
178 H -1.29605 7.52594 -8.46703
179 H -2.74863 7.89126 -7.51265
180 H -0.81149 7.26281 -4.81046
181 H -1.12525 6.06070 -3.75326
182 H -2.52978 8.37633 -3.72618
183 H -3.36235 7.05845 -3.24374
184 H -3.68797 7.61225 -4.79401

Kohn-Sham gap   8.07 eV
Energy relative to the best compared isomer or geometry (same formula, charge and spin)   859.2 kJ/mol

=====

[2]
# C50H124O25

12 unconnected molecules or ions with the total composition C50H124O25 (ωB97M-V with the def2-TZVPD basis set, the Open Molecules 2025 dataset).

Geometry (Å):
1 C -0.62536 -24.66472 -2.67897
2 O -0.95068 -23.77184 -3.76423
3 C -0.63404 -24.06077 -5.14855
4 C -0.65138 -25.49357 -5.47479
5 O 0.54036 -25.96945 -4.92893
6 C 0.81851 -27.31573 -5.31264
7 C 2.14120 -27.63056 -4.71171
8 O 3.08775 -27.13180 -5.62736
9 C 4.37647 -27.41492 -5.15974
10 H 0.46599 -24.67722 -2.40387
11 H -0.90591 -25.71024 -2.94691
12 H -1.19570 -24.23448 -1.89703
13 H 0.36751 -23.74436 -5.32355
14 H -1.31113 -23.51217 -5.79939
15 H -0.70152 -25.60444 -6.60671
16 H -1.51202 -25.99175 -5.06690
17 H 0.93369 -27.38721 -6.38958
18 H 0.07703 -28.00309 -4.96312
19 H 2.16497 -28.73793 -4.52319
20 H 2.21314 -27.18878 -3.68971
21 H 5.12122 -27.26708 -5.96278
22 H 4.39009 -28.43656 -4.70732
23 H 4.83417 -26.70410 -4.47376
24 C -4.61130 -28.73499 -0.68478
25 O -6.00244 -28.77569 -0.80464
26 C -6.59718 -27.59991 -1.27409
27 C -8.04542 -27.54999 -0.68706
28 O -7.88405 -27.33485 0.67622
29 C -8.85581 -28.01480 1.46595
30 H -4.22119 -29.77314 -0.74170
31 H -4.28571 -28.29222 0.28531
32 H -4.16676 -28.15031 -1.47444
33 H -6.50111 -27.52403 -2.37066
34 H -6.02912 -26.70620 -0.89211
35 H -8.51788 -28.52740 -0.94689
36 H -8.61316 -26.74666 -1.21233
37 H -8.94765 -27.61108 2.50734
38 H -8.65718 -29.09402 1.58092
39 H -9.84525 -27.90686 1.05893
40 C -7.28304 -28.21584 -5.27993
41 O -6.98714 -29.57468 -4.98612
42 C -6.50046 -29.92190 -3.68831
43 C -5.93150 -31.32493 -3.81838
44 O -4.71282 -31.23685 -4.53828
45 C -4.05973 -32.50044 -4.47442
46 H -6.51567 -27.58970 -4.87299
47 H -8.18132 -27.85555 -4.78649
48 H -7.38674 -28.03395 -6.34068
49 H -7.22615 -29.84803 -2.88461
50 H -5.67876 -29.25068 -3.35726
51 H -6.65961 -31.90912 -4.38621
52 H -5.71854 -31.61255 -2.74510
53 H -3.16655 -32.39044 -5.05821
54 H -4.61756 -33.26366 -5.02186
55 H -3.83510 -32.86220 -3.49787
56 C -10.57836 -27.77195 -6.92914
57 O -10.19412 -26.49354 -6.40147
58 C -9.68010 -25.63685 -7.40041
59 C -9.05181 -24.45317 -6.68643
60 O -7.99726 -24.94690 -5.87381
61 C -7.44329 -23.87313 -5.09540
62 H -9.71492 -28.26065 -7.38929
63 H -11.40046 -27.63819 -7.64604
64 H -10.99279 -28.34602 -6.14773
65 H -10.49667 -25.33525 -8.07008
66 H -8.93970 -26.17341 -7.99069
67 H -9.82636 -23.92703 -6.14095
68 H -8.63864 -23.74358 -7.45495
69 H -6.52991 -24.22765 -4.53753
70 H -8.13316 -23.53272 -4.26048
71 H -7.25138 -22.92796 -5.65737
72 C -7.88354 -29.24182 -9.17628
73 O -7.81882 -27.86298 -9.05898
74 C -6.48085 -27.43931 -9.15285
75 C -6.33162 -25.99895 -9.40613
76 O -6.75185 -25.59959 -10.71747
77 C -8.11444 -25.28327 -10.89799
78 H -7.54865 -29.74350 -8.24588
79 H -7.24259 -29.60363 -9.99725
80 H -8.92121 -29.53938 -9.40881
81 H -5.97198 -27.97173 -9.92634
82 H -5.97098 -27.66405 -8.18787
83 H -5.24740 -25.79678 -9.35300
84 H -6.88739 -25.43349 -8.60710
85 H -8.27790 -24.78087 -11.85084
86 H -8.46333 -24.63528 -10.06871
87 H -8.72137 -26.18494 -10.93600
88 C -3.68851 -21.92202 -5.12493
89 O -4.82275 -21.79042 -4.26464
90 C -4.51683 -21.48196 -2.95026
91 C -4.17325 -22.71858 -2.17977
92 O -5.09527 -23.74360 -2.40786
93 C -6.37598 -23.41361 -1.90950
94 H -3.19050 -20.95733 -5.33779
95 H -4.06090 -22.39259 -6.02994
96 H -2.92917 -22.51419 -4.62749
97 H -5.36121 -20.95349 -2.51365
98 H -3.69824 -20.75624 -2.84802
99 H -4.25285 -22.37251 -1.11330
100 H -3.16877 -23.06372 -2.45777
101 H -6.80708 -22.64157 -2.50387
102 H -6.29129 -23.12655 -0.83542
103 H -6.98534 -24.32233 -2.06393
104 C -3.91694 -32.21450 -9.92365
105 O -4.32478 -31.07797 -9.15415
106 C -4.86519 -31.44794 -7.90675
107 C -5.99382 -32.49002 -7.92951
108 O -5.43966 -33.78710 -7.85634
109 C -6.47038 -34.68508 -7.62708
110 H -4.72287 -32.76607 -10.31443
111 H -3.27072 -32.92372 -9.41128
112 H -3.34086 -31.86287 -10.78513
113 H -5.33707 -30.55953 -7.51757
114 H -4.25029 -31.80299 -7.02150
115 H -6.57951 -32.43272 -8.84408
116 H -6.71533 -32.29522 -7.11377
117 H -6.12339 -35.69354 -7.88129
118 H -7.36418 -34.40286 -8.24731
119 H -6.68109 -34.56152 -6.52473
120 C 1.65417 -31.24825 -4.88461
121 O 1.14884 -32.53654 -5.27216
122 C 0.85100 -32.60231 -6.61002
123 C 0.77087 -34.08893 -6.96042
124 O 2.07694 -34.56346 -7.13289
125 C 2.13509 -35.89747 -7.54664
126 H 0.93163 -30.49207 -5.17736
127 H 2.60072 -31.02641 -5.36886
128 H 1.85092 -31.29743 -3.75958
129 H 1.59909 -32.15673 -7.28140
130 H -0.18182 -32.22458 -6.69612
131 H 0.23050 -34.20518 -7.85958
132 H 0.38212 -34.61403 -6.11270
133 H 1.86981 -36.00682 -8.59400
134 H 1.39871 -36.44774 -6.95075
135 H 3.15948 -36.20470 -7.45192
136 C -2.10353 -30.89284 1.48215
137 O -1.60619 -30.09714 0.45387
138 C -0.19870 -30.02608 0.47798
139 C 0.37202 -29.44144 -0.71752
140 O 0.62337 -30.31687 -1.81454
141 C -0.55393 -30.41947 -2.56173
142 H -1.88559 -31.91969 1.40756
143 H -3.15799 -30.84650 1.42215
144 H -1.74109 -30.51789 2.44033
145 H 0.19226 -30.99286 0.72673
146 H 0.09416 -29.35850 1.24140
147 H 1.37574 -29.07725 -0.49342
148 H -0.20852 -28.56656 -0.98653
149 H -0.79194 -29.47335 -3.04267
150 H -1.47503 -30.65011 -1.97881
151 H -0.35070 -31.18287 -3.33507
152 C -0.02827 -31.67219 -9.89075
153 O 0.70866 -32.80936 -10.35680
154 C 1.77989 -32.51982 -11.21344
155 C 2.76601 -33.68309 -11.20337
156 O 2.24309 -34.67033 -12.07171
157 C 2.60143 -35.99590 -11.65105
158 H -0.47911 -31.12519 -10.68972
159 H 0.54547 -30.89486 -9.36766
160 H -0.82194 -31.99357 -9.23164
161 H 2.27540 -31.54882 -11.05276
162 H 1.46370 -32.42875 -12.27732
163 H 2.80018 -34.02417 -10.18128
164 H 3.74160 -33.28267 -11.54557
165 H 2.20320 -36.34599 -10.68782
166 H 3.72685 -36.10192 -11.68172
167 H 2.21453 -36.72659 -12.36465
168 C 0.13991 -26.63236 -13.65679
169 O 0.53324 -27.59548 -12.72375
170 C 0.41417 -27.01172 -11.42723
171 C 0.13482 -28.09648 -10.35276
172 O -1.14235 -28.69294 -10.55198
173 C -2.03998 -27.77824 -10.05310
174 H 0.76653 -25.72750 -13.76249
175 H -0.88193 -26.23472 -13.53987
176 H 0.21347 -27.14498 -14.61346
177 H -0.30929 -26.20558 -11.32601
178 H 1.38486 -26.63741 -11.08778
179 H 0.14877 -27.60529 -9.37345
180 H 0.94906 -28.83275 -10.35552
181 H -3.06749 -28.20426 -10.18692
182 H -2.10483 -26.83085 -10.61979
183 H -1.82808 -27.45781 -9.00526
184 C -1.51027 -29.59514 -6.99278
185 O -2.12580 -28.41393 -6.48607
186 C -3.47788 -28.38164 -6.83890
187 C -4.08280 -27.15801 -6.22708
188 O -3.76505 -27.14326 -4.85606
189 C -4.33775 -25.99853 -4.27459
190 H -0.52754 -29.73246 -6.56658
191 H -1.43087 -29.67798 -8.08934
192 H -2.11785 -30.50227 -6.76157
193 H -3.93853 -29.29147 -6.49534
194 H -3.54676 -28.43327 -7.90202
195 H -5.17881 -27.08933 -6.36431
196 H -3.62358 -26.28595 -6.79876
197 H -3.86493 -25.13722 -4.70917
198 H -3.94228 -25.96789 -3.26596
199 H -5.42012 -26.03157 -4.37460

Kohn-Sham gap   9.97 eV

=====

- Which of these has the lowest Kohn-Sham gap?
  C50H121N7O4S2

=====

- Which value of Kohn-Sham gap does entry 2 give?
  9.97 eV

=====

- Among the records above, which one has the lowest Kohn-Sham gap?
  C50H121N7O4S2